# 1
11
Properties=species:S:1:pos:R:3:forces:R:3:mulliken_charge:R:1 method="wB97M-V/def2-TZVPD" s_squared=2.01 charge=0 spin_multiplicity=3
C 1.166473 -0.016330 1.450243 2.8952 4.2308 6.6429 -0.56
C -0.884335 -0.210189 -0.086746 1.3217 -1.5465 2.5356 0.48
C -0.648280 0.538488 -1.352828 -3.3290 0.6123 0.3249 -0.80
N 0.534187 -0.505802 0.449278 -5.6404 -1.5228 -5.4447 0.41
O 0.969422 -1.503650 -0.182945 1.6487 -1.8969 -1.1122 -0.51
O -1.785151 -0.662143 0.565086 0.1792 1.1710 -1.3498 -0.49
H 1.952966 -0.566391 1.969058 -0.5028 0.0174 -0.1777 0.33
H 0.668899 0.884792 1.921084 0.9708 -1.1904 -0.4801 0.26
H -1.673042 1.040159 -1.617990 2.1290 -0.5530 0.2748 0.26
H -0.444252 -0.211150 -2.131898 0.5831 0.6126 0.2148 0.28
H 0.143113 1.212215 -0.982342 -0.2556 0.0655 -1.4286 0.33


# 2
15
Properties=species:S:1:pos:R:3:forces:R:3:mulliken_charge:R:1 method="wB97M-V/def2-TZVPD" charge=+1 spin_multiplicity=1 smiles="C=C1C=CC[N+]1=C"
C 0.757123 -0.415745 -1.393027 0.4782 -0.6462 0.1416 -0.61
C 1.172890 -1.328751 -0.516000 -0.3156 0.4867 -0.1323 -0.31
C -0.138050 0.551963 -0.844675 -0.6742 -0.2855 2.6581 0.92
C -0.789405 1.612207 -1.264883 0.0747 -0.1532 0.1180 -1.00
C -0.942611 0.556347 1.655307 -0.2301 0.0663 0.4516 -0.06
C 0.570453 -1.159479 0.844050 0.7202 -1.1744 0.4169 -0.61
N -0.247698 0.017230 0.758143 -0.2293 1.6305 -3.1464 0.09
H 1.057630 -0.361900 -2.423370 0.0721 0.0207 -0.1782 0.42
H 1.878573 -2.114246 -0.704107 0.0933 -0.2027 -0.1171 0.44
H -1.413798 2.240574 -0.654305 -0.1007 0.0084 0.1832 0.25
H -0.699445 1.889748 -2.303179 0.0734 0.0147 -0.1330 0.26
H -0.989504 0.142965 2.657241 0.1466 -0.1322 -0.0177 0.31
H -1.524746 1.445668 1.459913 0.0196 0.0831 -0.2363 0.16
H -0.036807 -2.030626 1.119916 0.0029 0.1721 -0.0112 0.37
H 1.345396 -1.045954 1.608976 -0.1313 0.1116 0.0027 0.37


# 3
27
Properties=species:S:1:pos:R:3:forces:R:3:mulliken_charge:R:1 method="wB97M-V/def2-TZVPD" charge=0 spin_multiplicity=1 smiles="CCCc1cccc2c1C(=O)C(Br)=CC2=O"
C 2.497125 -0.321197 0.836430 0.7912 -0.4639 0.1467 -1.15
C 2.551682 -0.841561 -0.605616 -0.7501 -0.0221 -0.1784 -0.32
C 1.423978 -0.291038 -1.576683 0.6452 0.5519 1.1846 -1.16
C 0.409447 0.528758 -0.788145 1.1671 -1.3076 -1.2718 0.95
C 0.602677 1.892143 -0.715736 0.1820 0.8984 -0.1089 -0.43
C -0.247073 2.688339 0.009712 0.1327 -0.0411 0.0879 -0.80
C -1.294155 2.082904 0.670189 -0.7640 1.5836 0.9159 -0.55
C -1.515233 0.747725 0.598384 -0.3703 -1.6546 -0.0119 0.41
C -0.647064 -0.069406 -0.141045 -0.7556 -0.0075 0.4212 0.29
C -0.901827 -1.549123 -0.155930 0.3245 -0.4418 -0.0719 0.55
O -0.026686 -2.386989 -0.238321 -0.6995 0.4982 -0.1227 -0.51
C -2.362089 -1.925209 -0.012365 -0.0714 -0.3919 -0.4543 -0.16
Br -3.050448 -3.515092 -0.820846 0.6265 0.3811 0.2073 -0.14
C -3.200799 -1.157401 0.661624 0.0534 0.4880 0.2722 -0.60
C -2.668141 0.088502 1.313626 -0.0857 0.4135 0.2469 0.02
O -3.128731 0.534734 2.344565 -0.0070 -0.2351 -0.6369 -0.54
H 3.368906 -0.739259 1.359035 -0.1233 0.1078 -0.0405 0.41
H 2.588041 0.763798 0.926557 -0.2199 -0.0663 -0.0825 0.29
H 1.632767 -0.688117 1.394381 -0.0979 0.2260 -0.2052 0.26
H 2.424463 -1.925452 -0.569248 0.2302 0.1020 -0.0114 0.20
H 3.534189 -0.614358 -1.028244 -0.1245 -0.0746 -0.0235 0.43
H 1.916666 0.404563 -2.260386 -0.2487 -0.2591 -0.2659 0.45
H 0.946020 -1.116243 -2.101111 0.1344 0.1361 -0.1208 0.38
H 1.433601 2.374219 -1.221126 0.0249 -0.3092 -0.1073 0.38
H -0.091956 3.756162 0.096251 -0.0129 -0.0406 -0.0777 0.41
H -1.950301 2.711591 1.265961 -0.0805 -0.2464 -0.0001 0.47
H -4.245058 -1.432993 0.758089 0.0993 0.1753 0.3090 0.45


Per-record relative energy (zero: lowest compared OMol25 entry of this formula, charge and spin), eV: 1.517 2.642 0.000